#w
{
  "formula": "C5H11NOS",
  "method": "ωB97M-V/def2-TZVPD",
  "species": ["C", "C", "C", "C", "C", "H", "H", "H", "H", "H", "H", "H", "H", "H", "H", "H", "N", "O", "S"],
  "positions_angstrom": [[2.5982, 0.1420, -0.4741], [0.2597, 0.4970, -0.0365], [-0.2496, -0.2148, 1.2393], [-1.6474, -0.3821, 0.6875], [-1.1567, 0.2341, -0.6368], [3.0681, -0.5333, 0.2782], [2.6490, 1.1780, -0.0789], [3.3091, -0.0145, -1.3556], [1.0894, -0.0101, -1.8643], [0.5822, 1.5171, 0.1036], [0.4005, -1.0901, 1.3648], [-0.2496, 0.4572, 2.0862], [-1.9367, -1.4547, 0.4912], [-3.8719, 0.2668, 1.1366], [-1.6958, 1.1382, -1.0619], [-0.4811, -1.4639, -1.2327], [1.2164, -0.1254, -0.8439], [-1.1064, -0.7512, -1.5717], [-2.7773, 0.6095, 1.7691]],
  "charge": 0,
  "smiles": "CN[C@@H]1C[C@@H](S)[C@@H]1O",
  "gap_ev": 9.8,
  "homo_energy_ev": -8.826
}

---

#x
{
  "formula": "C5H11NOS",
  "method": "ωB97M-V/def2-TZVPD",
  "species": ["C", "C", "C", "C", "C", "N", "O", "S", "H", "H", "H", "H", "H", "H", "H", "H", "H", "H", "H"],
  "positions_angstrom": [[-0.1685, 0.1933, 2.3773], [-1.2635, 0.6599, -1.1448], [-0.2099, -0.2207, -1.7683], [0.0699, 0.3563, -0.3919], [1.0772, 1.4261, -0.3055], [0.8267, -1.8923, 0.5566], [-1.5645, -1.4029, 0.8392], [-0.3031, -0.6569, 0.9722], [-0.5737, -0.4352, 3.0812], [0.6924, 0.8114, 2.7456], [-1.5149, 1.6566, -1.4482], [-2.0880, 0.1393, -0.7324], [-0.6082, -1.2514, -1.7124], [0.4464, -0.0337, -2.6790], [2.0287, 1.1126, -0.0485], [0.8063, 2.2288, 0.3469], [1.0097, 2.0147, -1.2779], [0.7671, -1.9640, -0.3978], [0.5700, -2.7419, 0.9879]],
  "charge": 0,
  "smiles": "C=[S@@](N)(=O)C1(C)CC1",
  "gap_ev": 9.2,
  "homo_energy_ev": -8.311
}

---

Taking the most stable structure as the zero point, the relative energies in kcal/mol are #w 0.0; #x 56.2.

---

#w
{
  "formula": "C3H6NO4",
  "method": "ωB97M-V/def2-TZVPD",
  "species": ["C", "C", "C", "N", "O", "O", "O", "O", "H", "H", "H", "H", "H", "H"],
  "positions_angstrom": [[0.5254, -1.6750, 0.5505], [-1.7431, 1.3719, -0.2552], [1.4240, -0.4274, 0.4104], [0.2327, -2.7981, 0.3907], [-0.5901, 1.8387, 0.0757], [-0.3767, -3.7978, 0.2062], [-2.0034, -0.0425, -0.0569], [1.1646, 0.2900, -0.5975], [-2.0302, 1.5254, -1.4175], [-2.5708, 1.8784, 0.3141], [1.3689, 0.1019, 1.3132], [2.4039, -0.9218, 0.3059], [-1.5230, -0.6317, -0.5926], [0.3891, 1.0279, -0.2467]],
  "charge": -1,
  "gap_ev": 8.1,
  "homo_energy_ev": -4.197
}

---

#x
{
  "formula": "C3H6NO4",
  "method": "ωB97M-V/def2-TZVPD",
  "species": ["O", "C", "N", "C", "O", "O", "C", "H", "H", "H", "H", "H", "H", "O"],
  "positions_angstrom": [[0.1007, -1.7958, 0.4711], [0.1733, -0.6713, -0.0746], [-0.9880, 0.1396, 0.1509], [-1.2118, 1.4611, -0.7226], [-0.4242, 2.2736, -0.3920], [-2.1629, 1.5471, -1.4620], [1.3258, -0.3313, -0.9328], [-1.7984, -0.2545, 0.6472], [2.2791, -0.6785, -0.5322], [1.3030, 0.6806, -1.3413], [1.3459, -0.8830, -1.8886], [1.9545, -1.0043, 2.3132], [1.6884, -2.4751, 1.9562], [2.2890, -1.9141, 2.4039]],
  "charge": -1,
  "gap_ev": 8.4,
  "homo_energy_ev": -4.529
}

---

Taking the most stable structure as the zero point, the relative energies in kcal/mol are #w 112.3; #x 0.0.

---

#w
{
  "formula": "C3H6S",
  "method": "ωB97M-V/def2-TZVPD",
  "species": ["C", "C", "C", "S", "H", "H", "H", "H", "H", "H"],
  "positions_angstrom": [[1.0374, -0.0755, -0.0176], [-0.0125, -1.1068, -0.3827], [-0.3240, 0.3810, -0.0955], [-1.5218, 0.7808, 1.3140], [1.4576, -0.0956, 0.9795], [1.6455, 0.3019, -0.8188], [0.0541, -1.3586, -1.4179], [-0.3049, -2.0240, 0.2130], [-0.7081, 1.0904, -0.9054], [-1.3232, 2.1063, 1.1314]],
  "charge": 0,
  "smiles": "SC1CC1",
  "gap_ev": 10.0,
  "homo_energy_ev": -9.011
}

---

#x
{
  "formula": "C3H6S",
  "method": "ωB97M-V/def2-TZVPD",
  "species": ["C", "C", "C", "H", "H", "H", "H", "H", "H", "S"],
  "positions_angstrom": [[-0.0861, 0.0221, -1.0713], [0.7981, -0.1270, 0.1411], [0.5215, 0.3083, 1.3444], [-2.0811, -0.8387, -0.0356], [0.2237, -0.7954, -1.7102], [0.1831, 0.9313, -1.5758], [1.7195, -0.6955, -0.0931], [-0.5181, 0.4149, 1.6711], [1.1368, 0.5811, 2.1588], [-1.8973, 0.1988, -0.8295]],
  "charge": 0,
  "smiles": "C=CCS",
  "gap_ev": 10.1,
  "homo_energy_ev": -9.162
}

---

#y
{
  "formula": "C3H6S",
  "method": "ωB97M-V/def2-TZVPD",
  "species": ["C", "C", "C", "H", "H", "H", "H", "H", "H", "S"],
  "positions_angstrom": [[-1.2148, 1.1479, -0.1036], [0.3900, -0.4434, -0.6802], [1.2453, -1.4348, -0.7830], [-0.8585, 1.5541, -1.1174], [-1.9309, 0.5130, -0.5091], [-1.8750, 1.8366, 0.4666], [-0.1563, -0.1900, -1.5783], [1.7250, -2.0453, 0.0298], [1.2470, -2.0447, -1.6438], [-0.0421, 0.2974, 0.8596]],
  "charge": 0,
  "smiles": "C=CSC",
  "gap_ev": 9.4,
  "homo_energy_ev": -8.353
}

---

Taking the most stable structure as the zero point, the relative energies in kcal/mol are #w 3.7; #x 0.0; #y 12.1.